Entry 1:
{
  "formula": "C5H5ClO5",
  "method": "the ωB97M-V functional and the def2-TZVPD basis",
  "smiles": "C[C@](Cl)(C(=O)[O-])[C@H](O)C(=O)[O-]",
  "lumo_energy_ev": 6.134,
  "homo_ev": -0.69,
  "energy_ha": -1029.92465,
  "e_above_lowest_kj_mol": 0.0,
  "charge": -2,
  "species": ["C", "C", "Cl", "C", "O", "O", "C", "O", "C", "O", "O", "H", "H", "H", "H", "H"],
  "positions_angstrom": [[0.8844, -0.2106, 0.9624], [-0.5479, -0.7140, 0.6697], [-1.5853, 0.7390, 0.8474], [-0.7404, -1.9472, 1.6866], [-1.4943, -1.7734, 2.6786], [-0.0581, -2.8879, 1.3001], [-0.7573, -1.0830, -1.0960], [-0.6318, -2.4257, -1.3677], [0.2509, -0.3074, -2.0938], [1.3408, -0.9414, -2.1926], [-0.2135, 0.6794, -2.6465], [0.9061, 0.0803, 1.9922], [1.0017, 0.4972, 0.1451], [1.5718, -0.9563, 0.8967], [-1.8973, -0.7552, -1.2726], [0.3367, -2.4208, -1.6896]],
  "forces_ev_per_a": [[-2.8, 1.1, -1.1], [0.9, -1.2, -2.1], [-0.5, 0.2, 0.5], [-1.6, 1.8, -0.7], [0.5, -0.4, -0.3], [0.6, -1.1, 0.6], [-2.2, 1.4, 1.9], [1.8, -0.3, -0.8], [-1.0, -1.8, 1.8], [-0.1, 0.6, -0.5], [0.4, 1.1, -0.8], [0.0, 1.1, 0.5], [0.9, 0.8, 0.7], [1.8, -2.4, -0.7], [2.5, -0.6, 0.3], [-1.4, -0.3, 0.6]]
}

=====

Entry 2:
{
  "formula": "C4H6NOP",
  "method": "the ωB97M-V functional and the def2-TZVPD basis",
  "lumo_energy_ev": [-0.386, -0.391],
  "homo_ev": [-9.27, -6.90],
  "energy_ha": -627.25020,
  "e_above_lowest_kj_mol": 210.2,
  "species": ["C", "C", "C", "C", "N", "O", "P", "H", "H", "H", "H", "H", "H"],
  "positions_angstrom": [[1.2935, 1.0170, 0.0882], [1.4979, -0.3984, 0.1576], [0.3265, 1.5408, -0.6850], [0.6272, -1.2809, -0.3940], [-2.6675, -0.3971, 0.8581], [-0.5045, 0.8234, -1.4495], [-0.7876, -0.7940, -1.3413], [1.9322, 1.6759, 0.6496], [2.3765, -0.7532, 0.6785], [0.1561, 2.6052, -0.7776], [0.7910, -2.3449, -0.2941], [-3.0853, -1.3239, 0.9181], [-1.9559, -0.3700, 1.5913]],
  "forces_ev_per_a": [[-0.3, 0.1, -0.3], [0.0, -0.3, 0.0], [0.4, 0.3, 0.5], [-0.3, 0.2, -0.3], [0.5, 0.3, -0.8], [-0.2, 0.2, -0.3], [-0.3, -0.4, 1.0], [0.0, 0.2, 0.0], [0.0, -0.1, 0.1], [0.0, 0.0, 0.0], [0.0, -0.1, 0.1], [0.1, -0.2, 0.0], [0.1, -0.2, 0.0]]
}